1.
Formula: C6H11N
Source: OMol25
Level of theory: wB97M-V/def2-TZVPD

Cartesian coordinates (Å):
1 C 0.4108 -1.1642 1.4636
2 N 2.1771 -0.1794 -0.3735
3 C 0.9241 0.3109 -0.3337
4 C 0.0316 -0.0774 0.5744
5 C -1.4055 0.4690 0.4943
6 C -2.6376 -0.0149 0.1068
7 C 0.4379 0.9897 -1.5058
8 H 0.0979 -2.1480 1.0420
9 H 1.5010 -1.2152 1.8060
10 H -0.1278 -1.0724 2.3912
11 H 2.5263 -0.4932 0.5843
12 H 2.8406 -0.1703 -1.0650
13 H -1.2746 1.5253 0.0802
14 H -3.4835 0.5953 0.3863
15 H -2.6552 -0.9682 -0.3922
16 H 0.2269 2.1104 -1.2463
17 H 0.9840 0.7624 -2.3546
18 H -0.5740 0.7401 -1.6581

Force components x, y, z for each atom (eV/Å):
C 0.499 -1.534 1.779
N 0.881 -1.375 4.915
C -0.861 -0.569 -0.698
C -1.945 0.148 -0.190
C 1.236 1.124 -2.693
C 2.687 0.041 1.305
C -1.542 3.680 1.090
H 0.536 0.401 0.206
H -1.478 0.016 -0.651
H -0.318 -0.115 0.581
H -0.407 0.511 -2.411
H 1.187 0.559 -1.974
H -0.802 -0.256 2.331
H -0.298 0.092 -1.060
H -0.786 -0.765 0.816
H 1.235 -1.338 -0.918
H 1.239 0.285 -1.775
H -1.062 -0.905 -0.654

Calculated values
**SMILES**: C=C/C(C)=C(\C)N


2.
Formula: C41H56KN5P2
Source: OMol25
Level of theory: wB97M-V/def2-TZVPD

Cartesian coordinates (Å):
1 K -0.5375 -0.2357 -1.5205
2 C 3.6428 -1.9623 0.6060
3 C 2.7993 -2.0009 1.8791
4 C 3.6865 -2.1212 3.1209
5 P 1.4031 -0.7458 1.8029
6 C 0.9707 -0.6823 3.6213
7 C -0.0752 0.3898 3.9002
8 C 0.4483 -2.0447 4.0796
9 C 2.1558 0.9039 1.5035
10 C 3.5158 1.1758 1.6629
11 C 4.0853 2.3925 1.3200
12 C 3.2681 3.3736 0.7636
13 C 1.9190 3.1421 0.6061
14 C 1.3034 1.9316 1.0088
15 N -0.0557 1.7585 0.9001
16 C -0.8555 2.7171 1.4156
17 C -0.3839 3.6506 2.3974
18 C -1.1695 4.6357 2.9431
19 C -2.4987 4.7860 2.5528
20 C -2.9936 3.8885 1.6197
21 C -2.2453 2.8487 1.0638
22 P -2.9237 1.7429 -0.2288
23 C -4.7224 1.3398 0.1551
24 C -5.6733 2.2916 0.8834
25 C -4.7705 -0.0133 0.8703
26 C -3.0602 2.8693 -1.7083
27 C -4.0869 3.9958 -1.6798
28 C -1.6701 3.4333 -1.9970
29 H 4.1940 -2.9006 0.4921
30 H 4.3683 -1.1480 0.6401
31 H 3.0152 -1.8227 -0.2762
32 H 2.2127 -2.9273 1.8233
33 H 4.3478 -1.2655 3.2536
34 H 4.3240 -3.0064 3.0208
35 H 3.1117 -2.2352 4.0414
36 H 1.8761 -0.4390 4.1890
37 H -0.9660 0.2404 3.2856
38 H 0.2992 1.3846 3.6782
39 H -0.3726 0.3633 4.9544
40 H -0.4944 -2.2803 3.5813
41 H 0.2563 -2.0323 5.1577
42 H 1.1411 -2.8620 3.8692
43 H 4.1596 0.4072 2.0620
44 H 5.1475 2.5588 1.4543
45 H 3.6894 4.3219 0.4457
46 H 1.2800 3.9102 0.1847
47 H 0.6475 3.5768 2.7169
48 H -0.7377 5.3016 3.6850
49 H -3.1246 5.5737 2.9542
50 H -4.0124 4.0191 1.2944
51 H -5.1095 1.1880 -0.8611
52 H -5.3729 2.4192 1.9248
53 H -6.6798 1.8583 0.8832
54 H -5.7393 3.2763 0.4247
55 H -4.2594 0.0415 1.8362
56 H -4.2899 -0.7947 0.2844
57 H -5.8070 -0.3130 1.0583
58 H -3.3069 2.1797 -2.5225
59 H -3.8924 4.6958 -0.8627
60 H -5.1067 3.6202 -1.5848
61 H -4.0350 4.5592 -2.6175
62 H -1.3643 4.1331 -1.2135
63 H -1.6696 3.9575 -2.9566
64 H -0.9200 2.6445 -2.0532
65 C -1.7891 -2.1098 1.0045
66 N -1.3222 -2.5489 -0.2957
67 C -2.4174 -2.8163 -1.2100
68 C -0.3086 -3.5688 -0.2863
69 C -0.4692 -4.6876 0.5155
70 C 0.4640 -5.7193 0.5513
71 C 1.5808 -5.6120 -0.2690
72 C 1.7612 -4.5079 -1.0821
73 C 0.8500 -3.4208 -1.1123
74 N 1.0707 -2.2606 -1.7781
75 C 1.7339 -2.1734 -2.9568
76 C 1.8503 -3.2366 -3.8918
77 C 2.4451 -3.0838 -5.1283
78 C 2.9708 -1.8592 -5.5236
79 C 2.8628 -0.7958 -4.6365
80 C 2.2687 -0.9185 -3.3909
81 N 2.2091 0.2343 -2.5208
82 C 3.5183 0.6289 -2.0359
83 C 1.5171 1.3860 -3.0777
84 H -2.5720 -2.7604 1.4364
85 H -2.1977 -1.0995 0.9261
86 H -0.9412 -2.0655 1.6810
87 H -3.0749 -3.6267 -0.8472
88 H -2.0262 -3.0984 -2.1879
89 H -3.0235 -1.9160 -1.3472
90 H -1.3605 -4.7484 1.1327
91 H 0.3182 -6.5789 1.1944
92 H 2.3337 -6.3946 -0.2666
93 H 2.6627 -4.4287 -1.6775
94 H 1.4168 -4.1934 -3.6298
95 H 2.4825 -3.9339 -5.8027
96 H 3.4310 -1.7297 -6.4955
97 H 3.2534 0.1768 -4.9206
98 H 4.1428 1.0670 -2.8369
99 H 4.0403 -0.2373 -1.6376
100 H 3.4101 1.3687 -1.2427
101 H 2.0600 1.8604 -3.9140
102 H 1.4021 2.1382 -2.2917
103 H 0.5310 1.1082 -3.4537
104 N -3.1120 0.2801 -4.6388
105 C -2.2592 0.2175 -3.8449

Force components x, y, z for each atom (eV/Å):
K -0.036 0.449 0.315
C 0.019 0.004 -0.029
C -0.001 -0.010 -0.030
C -0.001 0.005 0.008
P -0.002 0.046 0.003
C 0.000 0.046 0.003
C -0.040 -0.028 0.011
C -0.013 -0.068 0.006
C 0.024 -0.025 0.019
C -0.021 0.003 -0.022
C 0.000 -0.007 -0.033
C 0.012 -0.019 -0.020
C 0.005 -0.033 -0.041
C 0.007 -0.050 0.076
N -0.110 0.048 -0.024
C 0.071 0.031 0.016
C 0.013 -0.024 0.036
C -0.012 -0.001 0.012
C 0.002 0.007 -0.007
C 0.021 -0.020 0.002
C -0.084 0.019 -0.023
P 0.054 -0.018 0.039
C -0.003 -0.001 -0.030
C 0.019 0.016 -0.009
C 0.003 -0.008 -0.004
C 0.008 -0.016 -0.023
C 0.005 0.004 0.009
C 0.008 0.001 -0.004
H -0.007 -0.004 -0.012
H 0.010 -0.004 -0.043
H -0.043 -0.038 -0.025
H -0.011 -0.007 -0.031
H 0.025 0.093 -0.017
H 0.001 -0.001 -0.008
H 0.062 0.006 -0.043
H 0.004 0.020 -0.013
H -0.011 0.000 -0.010
H 0.020 0.106 -0.034
H -0.004 -0.002 0.001
H 0.028 -0.004 0.076
H 0.004 0.001 0.006
H -0.076 0.018 0.008
H 0.032 -0.061 0.067
H 0.000 0.002 0.004
H 0.003 0.001 0.005
H 0.008 -0.006 0.000
H -0.022 -0.016 0.029
H -0.004 0.001 0.001
H -0.002 0.000 0.001
H -0.061 -0.012 -0.005
H 0.006 -0.005 -0.001
H 0.011 0.008 0.013
H 0.001 0.002 0.000
H 0.007 0.010 0.002
H 0.003 -0.001 0.006
H -0.005 0.006 0.004
H -0.002 -0.002 0.000
H -0.009 0.009 0.007
H -0.003 -0.003 -0.007
H -0.002 -0.003 -0.007
H 0.001 0.005 0.000
H 0.005 -0.001 -0.002
H -0.002 0.003 -0.001
H -0.008 0.007 0.008
C -0.005 -0.101 -0.017
N 0.134 -0.061 0.067
C 0.082 -0.014 -0.097
C -0.046 -0.031 0.040
C -0.005 0.024 0.013
C 0.017 -0.008 0.003
C 0.009 0.002 0.010
C 0.054 0.054 0.111
C 0.047 -0.046 -0.160
N -0.084 -0.110 -0.035
C 0.011 -0.027 0.008
C 0.004 -0.015 0.016
C -0.001 -0.004 -0.006
C 0.004 -0.006 0.000
C 0.006 0.011 0.001
C -0.003 -0.051 -0.037
N -0.088 -0.059 -0.024
C 0.007 -0.004 0.024
C 0.023 -0.019 -0.108
H -0.002 -0.034 -0.024
H -0.010 0.011 -0.005
H -0.096 -0.005 -0.074
H 0.005 0.000 0.003
H 0.020 0.015 0.001
H 0.005 0.005 0.003
H 0.002 -0.008 0.004
H -0.001 0.001 0.002
H -0.001 -0.002 0.002
H -0.003 -0.003 -0.009
H -0.001 0.001 0.004
H 0.001 0.000 -0.002
H -0.001 0.000 0.000
H -0.001 0.000 -0.005
H 0.001 -0.005 0.009
H 0.021 -0.045 0.044
H -0.001 0.036 0.060
H 0.031 -0.012 0.017
H -0.014 0.004 0.007
H 0.009 0.000 -0.080
N -0.022 0.036 0.036
C -0.014 -0.013 -0.039

Calculated values
**Charge**: -2


3.
Formula: C18H17ClN2O3S
Source: OMol25
Level of theory: wB97M-V/def2-TZVPD

Cartesian coordinates (Å):
1 O 0.0693 2.5372 -3.3702
2 C 0.5890 1.6027 -2.8002
3 N 1.5991 0.8379 -3.3159
4 C 2.2544 0.9603 -4.5408
5 C 3.2106 -0.0014 -4.8681
6 C 3.8960 0.0770 -6.0644
7 C 3.6459 1.1077 -6.9544
8 C 2.6947 2.0580 -6.6206
9 C 1.9952 2.0011 -5.4277
10 H 1.2570 2.7468 -5.1859
11 Cl 2.3683 3.3518 -7.7171
12 H 4.1772 1.1744 -7.8898
13 H 4.6337 -0.6721 -6.3086
14 H 3.4130 -0.8108 -4.1811
15 H 1.8841 0.0387 -2.7662
16 C 0.1530 1.1608 -1.4411
17 C 1.0422 0.6789 -0.4851
18 C 0.5893 0.2956 0.7627
19 C -0.7659 0.3756 1.0521
20 C -1.6594 0.8838 0.1184
21 C -1.1948 1.2858 -1.1174
22 H -1.8706 1.6899 -1.8551
23 H -2.7052 0.9560 0.3726
24 O -1.2699 0.0281 2.2932
25 C -0.9780 -1.1732 2.8334
26 N -1.3661 -1.2867 4.1127
27 C -1.2900 -2.5648 4.7937
28 H -0.3051 -2.6889 5.2588
29 C -2.4035 -2.6432 5.8478
30 H -2.6361 -3.6865 6.0651
31 O -3.5901 -2.0743 5.3546
32 C -3.4878 -0.6796 5.1494
33 H -4.1473 -0.4544 4.3075
34 C -2.0447 -0.2422 4.8448
35 H -1.4949 -0.0690 5.7768
36 H -2.0445 0.6779 4.2636
37 H -3.8500 -0.1403 6.0377
38 H -2.0965 -2.1512 6.7820
39 H -1.4167 -3.3525 4.0459
40 S -0.2373 -2.3971 2.0212
41 H 1.2806 -0.0687 1.5063
42 H 2.1019 0.6309 -0.6906

Force components x, y, z for each atom (eV/Å):
O -0.091 0.094 -0.137
C 0.036 -0.147 0.172
N 0.159 -0.315 0.254
C 0.194 0.132 -0.420
C -0.072 0.041 0.050
C -0.055 0.036 0.049
C -0.035 0.108 -0.085
C 0.163 -0.343 0.180
C -0.116 0.133 0.009
H -0.001 0.016 -0.022
Cl -0.044 0.171 -0.145
H 0.035 0.027 -0.094
H 0.060 -0.066 -0.015
H 0.019 -0.088 0.078
H -0.157 0.169 -0.068
C -0.207 0.068 0.201
C -0.164 0.054 -0.033
C -0.099 0.080 0.247
C 0.174 0.150 -0.574
C 0.101 -0.194 0.403
C 0.229 0.004 -0.160
H -0.056 0.052 -0.053
H -0.111 -0.015 0.024
O -0.143 0.291 0.334
C 0.213 -0.603 0.166
N -0.143 0.421 -0.507
C -0.128 -0.414 0.157
H -0.042 -0.074 -0.050
C 0.227 0.048 0.084
H 0.148 0.083 0.043
O -0.126 -0.107 -0.144
C -0.001 0.258 0.003
H 0.079 0.052 0.074
C -0.290 0.207 0.225
H -0.050 0.056 -0.105
H 0.017 -0.072 0.160
H 0.036 -0.020 -0.119
H -0.048 -0.077 -0.017
H 0.025 0.137 0.183
S 0.159 -0.353 -0.347
H 0.011 -0.001 0.021
H 0.092 0.000 -0.022

Calculated values
**SMILES**: O=C(Nc1cccc(Cl)c1)c1ccc(OC(=S)N2CCOCC2)cc1


4.
Formula: C12H15P
Source: OMol25
Level of theory: wB97M-V/def2-TZVPD

Cartesian coordinates (Å):
1 C -3.6100 2.1651 0.9225
2 C -2.9043 1.3980 0.3692
3 C 3.7474 1.2852 0.1291
4 C 2.5030 1.9631 0.2094
5 C 3.7355 -0.1070 0.1101
6 C 1.2824 1.2781 0.2784
7 C 2.5480 -0.7602 -0.0024
8 C 1.3331 -0.1675 0.1582
9 C 0.0660 -0.9472 0.1355
10 C -1.5398 0.4247 -1.9044
11 C 0.1166 -2.1609 1.0115
12 C -2.7933 -1.2981 0.1097
13 P -1.5387 0.0930 -0.0548
14 H -4.2981 2.8896 1.0833
15 H 4.7573 1.7608 0.2231
16 H 2.4028 3.0786 0.0504
17 H 4.7020 -0.5686 -0.2977
18 H 0.4003 1.7591 0.2479
19 H 2.4898 -1.8311 -0.1441
20 H -0.6444 1.1167 -2.2180
21 H -1.5666 -0.3592 -2.5503
22 H -2.5124 0.9630 -2.0064
23 H -0.5174 -2.0470 1.9522
24 H -0.2771 -2.9952 0.4629
25 H 1.0425 -2.4029 1.2816
26 H -2.9718 -1.6042 1.1362
27 H -3.6840 -0.7901 -0.2876
28 H -2.2691 -2.1358 -0.4052

Force components x, y, z for each atom (eV/Å):
C -0.567 0.623 0.148
C 3.580 -2.596 -0.745
C 0.057 0.475 1.147
C -0.328 1.107 -0.650
C 2.327 0.796 -2.442
C 4.840 -3.197 -0.848
C -0.321 -2.095 0.537
C -2.469 2.686 0.356
C -0.430 2.167 0.062
C 0.585 4.329 2.148
C -4.903 1.104 0.165
C 1.479 0.762 -0.358
P -0.121 -2.452 -1.240
H -1.632 1.691 0.901
H -1.322 -0.009 -0.440
H 0.564 -1.285 0.626
H -1.399 0.224 1.388
H -2.894 1.719 0.333
H 0.504 -0.158 -0.166
H -1.785 -1.188 0.743
H 0.177 -2.747 -1.311
H 0.837 -0.005 -0.271
H 0.789 -0.185 -1.063
H -0.440 -0.662 -0.155
H 3.912 -0.727 1.323
H 0.040 0.244 0.186
H 0.086 -1.099 -0.275
H -1.166 0.477 -0.099

Calculated values
**SMILES**: C#CP(C)(C)=C(C)c1ccccc1


5.
Formula: C4H4N2OS3
Source: OMol25
Level of theory: wB97M-V/def2-TZVPD

Cartesian coordinates (Å):
1 C 1.6939 -1.8350 3.3196
2 C 1.5549 -0.9785 2.1146
3 C -0.1142 -0.5289 0.3171
4 C -0.1725 1.1467 -1.1405
5 H 2.7163 -1.6503 3.7452
6 H 1.5730 -2.9015 3.1052
7 H 0.8394 -1.6254 4.0470
8 H -0.2451 -1.9447 1.7667
9 N 0.3709 -1.2457 1.4066
10 N 0.4261 0.6033 -0.0062
11 O 2.2504 -0.0555 1.8695
12 S 0.3536 2.4629 -1.9898
13 S -1.7128 0.4651 -1.6148
14 S -1.5307 -1.2882 -0.4634

Force components x, y, z for each atom (eV/Å):
C 0.085 -0.619 1.491
C -1.395 0.021 0.597
C 0.809 0.017 1.444
C 0.697 1.162 0.184
H -1.242 -0.174 -0.119
H 0.213 0.072 -0.174
H 1.324 0.105 -0.738
H -0.064 -0.418 0.144
N -0.459 0.264 -1.208
N -1.312 -0.936 -1.389
O 1.278 0.763 -0.478
S -0.360 -0.855 0.533
S -0.195 -0.578 -0.171
S 0.618 1.176 -0.116

Calculated values
**SMILES**: CC(=O)Nc1nc(=S)ss1


So what do the calculations give for E_tot? Going down the list: -7886.973 -85780.648 -51422.495 -21970.002 -41746.106 eV.
So what do the calculations give for relative energy (zero: lowest compared OMol25 entry of this formula, charge and spin)? Going down the list: 343.3 6.6 0.0 414.7 0.0 kJ/mol.